Density functional theory data (wB97M-V/def2-TZVPD) for a 7-piece molecular cluster, C37H65B2O21 overall.

Structure (XYZ):
```
125
Properties=species:S:1:pos:R:3:mulliken_charge:R:1
C 3.3370 0.7849 3.7794 -0.93
C 2.2418 1.2167 3.2467 0.09
C 2.0792 2.5492 2.6425 -0.86
B 2.1140 2.5626 0.9865 0.69
C 2.6650 4.0806 0.5685 -1.49
C 0.6164 2.2420 0.2902 0.32
C -0.1406 3.4496 -0.2302 -0.97
C -1.5765 3.1403 -0.6974 -0.19
C -1.6225 2.1254 -1.8281 -0.39
C -2.9949 1.4638 -2.0467 -1.22
C -3.3730 0.3401 -1.0607 -0.48
C -2.6185 -0.9675 -1.3969 0.23
C -3.4034 -2.1966 -0.9142 -1.43
C -2.6036 -3.5203 -0.8883 -1.45
C -1.1443 -3.3803 -0.4791 0.56
C -1.0262 -3.4089 1.0548 -0.18
C -0.4061 -2.1465 1.6590 -0.58
O -1.4049 -1.1508 1.6488 0.29
C -2.2695 -1.2233 2.7418 -1.23
B 3.1660 1.3999 0.3310 -0.16
O 2.9011 -0.0052 0.4198 0.39
O 4.3324 1.8163 -0.3698 -0.58
C 5.4514 0.9713 -0.2228 -0.44
C 5.5242 -0.1530 -1.2670 -0.75
H 4.1248 1.4665 4.0483 0.28
H 3.5055 -0.2573 3.9823 0.37
H 1.4005 0.5527 3.2421 0.17
H 1.0856 2.9151 2.9344 0.14
H 2.7920 3.2399 3.0933 0.44
H 3.6316 4.2162 1.0510 0.24
H 2.0200 4.8358 1.0215 0.25
H 2.7557 4.2308 -0.5040 0.19
H -0.0261 1.7365 1.0074 -0.02
H 0.7734 1.5660 -0.5519 -0.19
H -0.2110 4.1567 0.5932 0.21
H 0.3784 3.9636 -1.0360 0.17
H -2.0182 4.0749 -1.0253 0.21
H -2.1328 2.7929 0.1669 0.30
H -1.3895 2.6709 -2.7388 0.32
H -0.9229 1.3242 -1.6514 0.07
H -3.7765 2.2126 -2.0875 0.31
H -2.9627 1.0193 -3.0414 0.51
H -4.4417 0.1836 -1.1315 0.49
H -3.0688 0.6331 -0.0622 0.09
H -2.5780 -1.0009 -2.4818 0.43
H -1.6566 -0.8530 -0.9290 -0.14
H -4.2008 -2.3259 -1.6401 0.47
H -3.8920 -1.9990 0.0348 0.35
H -2.6733 -4.0842 -1.8128 0.44
H -3.0528 -4.1576 -0.1387 0.45
H -0.6364 -4.2779 -0.8183 -0.37
H -0.6222 -2.5565 -0.9458 0.63
H -0.3803 -4.2602 1.3239 -0.63
H -1.9731 -3.6032 1.5399 0.81
H -0.0904 -2.3944 2.6708 0.45
H 0.4742 -1.8611 1.1028 0.00
H -3.0045 -2.0191 2.6110 0.36
H -2.8333 -0.3037 2.8042 0.28
H -1.7473 -1.3762 3.6800 0.36
H 3.4969 -0.3711 1.0923 0.02
H 5.5593 0.5974 0.7911 0.37
H 6.3227 1.6004 -0.3957 0.40
H 6.4832 -0.2083 -1.7601 0.40
H 5.2915 -1.0713 -0.7421 -0.08
H 4.7066 -0.0059 -1.9569 0.22
C -5.5667 7.4416 -0.0111 -0.08
C -4.1212 7.2960 -0.4254 -0.39
O -3.9324 5.8784 -0.3895 -0.21
C -5.1466 5.2897 -0.5411 0.61
O -5.3226 4.1329 -0.7202 -0.47
O -6.1450 6.2138 -0.4568 -0.38
H -6.0581 8.2915 -0.4786 0.30
H -5.6849 7.5150 1.0723 -0.01
H -3.9365 7.6516 -1.4412 0.25
H -3.4344 7.7943 0.2539 0.33
C 3.1442 -6.4961 1.8772 -0.37
C 1.6493 -6.4601 2.1105 0.22
O 1.5109 -5.4810 3.1403 -0.35
C 2.5919 -4.6685 3.0799 0.71
O 2.7006 -3.6531 3.6790 -0.52
O 3.5337 -5.1631 2.2335 -0.35
H 3.4107 -6.7169 0.8450 0.21
H 3.6548 -7.2049 2.5324 0.30
H 1.0965 -6.1256 1.2287 -0.16
H 1.2510 -7.4182 2.4343 0.35
C 2.3658 -3.5009 -0.9782 0.39
C 3.7690 -3.8191 -1.4049 -0.17
O 3.8102 -5.2537 -1.3320 -0.36
C 2.5359 -5.7044 -1.4389 0.39
O 2.2349 -6.8544 -1.5702 -0.55
O 1.6506 -4.6877 -1.3708 -0.19
H 1.9679 -2.6187 -1.4720 0.30
H 2.2744 -3.3740 0.1018 -0.26
H 3.9610 -3.5170 -2.4359 0.29
H 4.5118 -3.3686 -0.7529 0.13
C -0.8114 -7.9174 -2.7021 -0.27
C -1.8056 -7.1186 -3.5153 -0.32
O -2.8797 -6.9223 -2.5897 -0.35
C -2.3699 -7.0262 -1.3341 0.68
O -2.9461 -6.7411 -0.3404 -0.52
O -1.0920 -7.4879 -1.3699 -0.26
H 0.2227 -7.7062 -2.9647 0.20
H -0.9843 -8.9939 -2.7696 0.28
H -1.4147 -6.1435 -3.8119 0.26
H -2.1514 -7.6467 -4.4007 0.33
C -5.9502 5.4160 5.2597 -0.34
C -7.0171 5.8557 4.2819 -0.24
O -6.6555 7.2169 4.0231 -0.34
C -5.3280 7.3514 4.2877 0.71
O -4.6835 8.3075 4.0125 -0.53
O -4.8428 6.2449 4.8998 -0.32
H -5.6921 4.3649 5.1623 0.31
H -6.2214 5.6216 6.2971 0.25
H -6.9819 5.2971 3.3447 0.23
H -8.0216 5.7949 4.6929 0.29
C 6.0513 3.4946 -4.3381 -0.32
C 5.3987 2.1869 -3.9624 0.23
O 5.3879 1.4776 -5.2104 -0.34
C 6.3731 1.9867 -5.9876 0.63
O 6.7371 1.5124 -7.0138 -0.54
O 6.8913 3.1146 -5.4369 -0.36
H 6.6389 3.9214 -3.5301 0.29
H 5.3321 4.2385 -4.6851 0.26
H 5.9820 1.6206 -3.2381 -0.17
H 4.3902 2.3148 -3.5783 0.29
```

Computed properties:
charge: -1
gap between HOMO and LUMO: 6.10 eV
HOMO level: -4.195 eV
F_max: 2.7 eV/A